Computed, not measured: a gas-phase ion, C2H3N4O (charge -1) in a non-equilibrium geometry, with ωB97M-V/def2-TZVPD.

HOMO energy   -0.1761 hartree
E_LUMO   4.1 eV
Relative energy (zero: lowest compared OMol25 entry of this formula, charge and spin)   1.397 eV
Charge   -1

```
10
Properties=species:S:1:pos:R:3:forces:R:3:lowdin_charge:R:1
C -0.775945 -0.274148 -0.083170 6.377 -1.122 0.727 -0.4463
C 1.777177 -0.135851 0.153496 -0.378 1.165 -0.711 -0.2208
N -1.814136 -0.996399 0.007655 -1.551 -0.717 -0.077 -0.0085
N -0.921009 1.035092 -0.240864 1.086 -0.975 0.262 -0.0243
N -2.800799 -0.063095 -0.130029 0.511 0.322 0.165 -0.1325
N -2.227195 1.114974 -0.250977 -2.217 0.628 -0.388 -0.1757
O 0.684092 -0.999807 0.102890 -3.866 0.378 -0.330 -0.2128
H 1.425334 0.700936 -0.505042 1.343 -0.083 0.506 0.0591
H 2.733370 -0.646692 -0.250106 -1.541 0.711 0.668 0.0884
H 1.919114 0.264988 1.196149 0.236 -0.307 -0.822 0.0735
```
Positions in Å, forces in eV/Å.



Computed, not measured: a single C5H9NO molecule, with ωB97M-V/def2-TZVPD.

HOMO energy   -0.3558 hartree
E_LUMO   1.0 eV
Structure (SMILES)   C[C@H]1N[C@H]1CC=O
Relative energy (zero: lowest compared OMol25 entry of this formula, charge and spin)   2.019 eV

```
16
Properties=species:S:1:pos:R:3:forces:R:3:lowdin_charge:R:1
C -1.426744 -0.195898 1.223240 0.070 -0.019 -0.005 -0.0509
C -1.253080 0.016149 -0.265917 -0.127 -0.206 0.098 -0.3239
N -0.880346 1.351280 -0.732644 -0.129 0.177 -0.180 0.0495
C 0.041195 0.239581 -0.960927 0.142 -0.177 -0.097 -0.2963
C 1.373816 0.358209 -0.263346 -0.116 0.005 0.015 -0.1307
C 1.995936 -0.938824 0.181293 -0.163 -0.276 -0.021 -0.2635
O 1.471490 -2.024318 0.104092 0.229 0.470 0.010 0.0548
H -0.474818 -0.197617 1.763982 -0.122 0.065 -0.104 0.0693
H -2.058814 0.591808 1.647937 0.088 -0.136 -0.081 0.0775
H -1.907154 -1.162033 1.407066 0.106 0.131 -0.008 0.0761
H -1.993878 -0.507907 -0.874677 0.160 0.125 0.131 0.1344
H -1.387470 1.597508 -1.577065 0.078 -0.012 0.081 0.0929
H 0.100082 -0.173758 -1.968748 -0.007 0.098 0.164 0.1427
H 1.283177 1.007929 0.617677 0.004 -0.095 -0.068 0.1252
H 2.100180 0.866379 -0.914602 -0.086 -0.056 0.094 0.1231
H 3.016432 -0.828485 0.612643 -0.127 -0.095 -0.028 0.1198
```
Positions in Å, forces in eV/Å.



Computed, not measured: a single C17H23NO7S molecule in a non-equilibrium geometry, with ωB97M-V/def2-TZVPD.

HOMO energy   -0.3427 hartree
E_LUMO   0.5 eV
Structure (SMILES)   COc1cc2c(cc1OC)S(=O)(=O)O[C@H](C(=O)N[C@H](C=O)CC(C)C)C2
Relative energy (zero: lowest compared OMol25 entry of this formula, charge and spin)   4.165 eV

```
49
Properties=species:S:1:pos:R:3:forces:R:3:lowdin_charge:R:1
C -2.145945 1.060237 -5.287309 0.832 1.726 -2.172 -0.1233
O -2.405037 0.338312 -4.147378 -0.703 -1.766 0.905 -0.0703
C -1.307854 0.109196 -3.401652 2.172 0.720 0.847 -0.2302
C -0.584882 1.224892 -2.998986 1.713 -0.280 1.005 0.0781
C 0.600253 1.113292 -2.172338 -2.203 2.413 0.379 -0.1619
C 1.026965 -0.107445 -1.788328 0.849 -0.082 0.252 -0.2484
C 0.426925 -1.214859 -2.311710 -1.618 -3.280 -0.661 0.0273
C -0.746788 -1.157157 -3.070099 -1.878 -0.458 -0.976 -0.1449
O -1.527884 -2.308056 -3.419597 0.663 0.392 -1.101 -0.1030
C -1.669000 -2.629063 -4.891191 2.214 1.946 0.195 -0.0169
S 2.386601 -0.361601 -0.667716 2.024 -2.175 0.258 0.7361
O 3.546682 -0.879179 -1.387832 -1.329 1.858 0.458 -0.2704
O 1.989717 -1.270746 0.386956 -0.557 1.545 -0.320 -0.2727
O 2.764759 1.141920 -0.059321 -0.857 -1.004 -0.059 -0.1977
C 1.677113 2.114887 0.022311 -1.892 -1.702 -2.059 -0.1595
C 0.418075 1.735859 0.929261 -1.343 0.565 1.156 -0.3830
O -0.714536 2.083926 0.606166 1.010 -0.371 -0.702 0.0753
N 0.599819 1.219196 2.191669 -0.097 0.122 -0.677 0.1109
C -0.509493 0.978531 3.145924 -0.137 0.676 -0.145 -0.2272
C -1.151847 2.404840 3.607337 4.526 0.290 -0.596 -0.1277
O -0.365787 3.351057 3.660565 -1.982 -1.499 0.084 0.0292
C -0.090687 0.036960 4.343999 0.110 0.812 2.092 -0.1338
C 0.690268 -1.287255 3.991622 -0.544 0.692 0.245 -0.4199
C -0.206068 -2.011275 2.991704 1.255 -3.913 2.146 -0.0914
C 1.101681 -2.221146 5.226231 -0.031 2.146 -0.966 -0.0564
C 1.226117 2.330082 -1.491410 -1.624 1.175 0.513 -0.0643
H -2.734747 0.649428 -6.131239 -0.120 0.490 0.598 0.0996
H -1.082956 0.917406 -5.608449 -0.655 0.264 0.276 0.1095
H -2.311218 2.186016 -5.144150 -0.001 -1.532 -0.329 0.1145
H -0.942581 2.195107 -3.330138 0.136 0.010 0.408 0.1258
H 0.767364 -2.248511 -2.113213 -0.026 0.774 0.114 0.1536
H -0.893198 -3.334514 -5.152147 0.252 -0.479 0.287 0.0714
H -1.367749 -1.729314 -5.504219 -0.688 -0.655 0.740 0.0911
H -2.593542 -3.036622 -5.290124 -0.532 0.302 1.094 0.0833
H 2.025183 3.024661 0.462239 0.808 0.439 0.099 0.1482
H 1.538610 1.235133 2.500432 0.824 -0.329 0.653 0.1313
H -1.284645 0.521211 2.541363 -0.215 -0.296 0.036 0.1217
H -2.192724 2.531078 3.834898 -0.876 -0.227 0.164 0.1111
H 0.490627 0.664860 5.134632 -0.721 -0.918 -1.406 0.1403
H -1.024409 -0.257421 4.899322 0.566 0.359 -0.614 0.1230
H 1.603271 -0.881261 3.581499 0.481 -0.488 -0.651 0.1044
H 0.340553 -2.984593 2.664352 -0.847 1.715 0.073 0.1094
H -0.515243 -1.451578 2.154504 -0.460 0.506 -0.860 0.0406
H -1.036836 -2.449999 3.649130 0.499 0.884 -1.263 0.1038
H 0.210216 -2.433933 5.791467 -0.347 -0.194 0.397 0.0562
H 1.781739 -1.585601 5.844044 -0.366 -0.861 -0.220 0.0801
H 1.572303 -3.174256 4.931671 -0.092 0.632 -0.096 0.0774
H 2.038980 2.598249 -2.113173 1.598 0.243 -0.115 0.1080
H 0.581834 3.249048 -1.611579 0.208 -1.185 0.516 0.1418
```
Positions in Å, forces in eV/Å.



Computed, not measured: a single C6H14N2 molecule in a non-equilibrium geometry, with ωB97M-V/def2-TZVPD.

HOMO energy   -0.3050 hartree
E_LUMO   1.1 eV
Structure (SMILES)   CN1CCC[C@H]1CN
Relative energy (zero: lowest compared OMol25 entry of this formula, charge and spin)   0.942 eV

```
22
Properties=species:S:1:pos:R:3:forces:R:3:lowdin_charge:R:1
C -1.615059 -0.200090 1.609987 -0.335 0.357 0.353 -0.1084
N -0.372745 0.014851 0.922303 0.282 0.216 -0.367 -0.1867
C 0.105153 1.413403 0.915019 -0.225 -0.849 -0.765 -0.1644
C 0.406186 1.803664 -0.540125 0.058 -0.164 -0.359 -0.1603
C -0.009667 0.623271 -1.439935 0.152 -0.570 1.560 -0.1173
C -0.385193 -0.515323 -0.421548 -0.547 0.064 -1.937 -0.3451
C 0.463695 -1.776614 -0.555087 1.019 1.019 -0.363 -0.2279
N 1.890894 -1.437636 -0.624373 0.001 0.130 -0.326 -0.0021
H -1.514732 0.126137 2.646073 -0.114 -0.111 0.044 0.0842
H -1.892931 -1.247796 1.592358 0.133 -0.257 0.123 0.0794
H -2.470798 0.340419 1.164138 0.114 0.123 -0.033 0.0897
H 1.040741 1.463545 1.454279 -0.049 0.322 0.675 0.1020
H -0.676048 2.047729 1.308519 0.017 0.359 0.513 0.1035
H 1.470613 2.000034 -0.629305 0.076 0.203 -0.197 0.0979
H -0.151061 2.697806 -0.816944 0.206 0.102 -0.014 0.0989
H -0.891904 0.889978 -2.013722 0.138 -0.106 -0.292 0.0997
H 0.794012 0.201914 -2.032288 0.063 0.491 -0.477 0.0913
H -1.389045 -0.783052 -0.790292 -0.149 -0.276 0.817 0.1314
H 0.287217 -2.289425 -1.503137 -0.544 -0.155 0.204 0.1141
H 0.221391 -2.374369 0.303614 -0.216 -0.734 0.361 0.0968
H 2.207178 -0.746243 0.038191 -0.155 -0.152 0.348 0.0634
H 2.482099 -2.252206 -0.587733 0.073 -0.011 0.134 0.0599
```
Positions in Å, forces in eV/Å.



Computed, not measured: 2 unconnected molecules or ions with the total composition C2H10N3O in a non-equilibrium geometry, with ωB97M-V/def2-TZVPD.

HOMO energy   -0.5560 hartree
E_LUMO   -3.0 eV
Relative energy (zero: lowest compared OMol25 entry of this formula, charge and spin)   0.780 eV
Charge   +1

```
16
Properties=species:S:1:pos:R:3:forces:R:3:lowdin_charge:R:1
N 0.384695 -0.503238 0.738348 0.148 0.044 0.634 0.2178
C 0.988535 -0.698042 -0.406859 0.185 0.273 -1.316 -0.4767
N 2.114998 -1.374207 -0.492010 1.274 -0.983 0.115 0.1994
N 0.500035 -0.143668 -1.555837 -0.925 -0.217 1.016 0.1949
H 0.812209 -0.814986 1.609725 -0.375 0.236 -0.480 0.1551
H -0.463060 0.061330 0.698680 0.278 -0.226 0.119 0.0529
H 2.681414 -1.674660 0.311003 -0.750 0.201 -0.638 0.1525
H 2.450073 -1.639343 -1.410784 0.137 0.216 0.351 0.1377
H -0.411345 0.290888 -1.419310 0.371 0.022 -0.166 0.0961
H 0.584882 -0.623856 -2.440472 0.362 -0.018 0.147 0.1308
C -1.903718 1.334304 1.469756 -0.960 -0.245 -0.107 -0.0990
O -1.598031 1.204725 0.050372 -0.207 -0.015 0.322 -0.1698
H -2.707901 2.071444 1.586920 0.391 -0.141 0.199 0.0994
H -2.250766 0.358742 1.878092 0.156 0.568 -0.208 0.1009
H -1.001969 1.639477 2.010099 -0.198 0.135 -0.355 0.0943
H -2.416287 1.023381 -0.437817 0.112 0.150 0.366 0.1137
```
Positions in Å, forces in eV/Å.



Computed, not measured: a molecular structure, CH14NSi4 in a non-equilibrium geometry, with ωB97M-V/def2-TZVPD.

HOMO energy   -0.5087 hartree
E_LUMO   -4.1 eV
Relative energy (zero: lowest compared OMol25 entry of this formula, charge and spin)   2.140 eV
Charge   +1

```
20
Properties=species:S:1:pos:R:3:forces:R:3:lowdin_charge:R:1
C 0.058811 0.270811 0.818182 0.467 -3.338 1.566 -0.4947
N 0.439570 0.283847 2.658438 -2.331 0.610 -1.409 0.1031
Si -2.403236 0.194408 -1.690607 1.404 1.138 1.091 0.5326
Si 1.890115 0.302760 -2.053560 2.169 0.015 0.995 0.5079
Si -1.807449 -0.356251 0.539177 0.891 -1.599 -0.093 0.4741
Si 1.433099 -0.824811 -0.043716 -0.369 -0.306 0.596 0.4397
H 0.268703 1.267429 0.621768 0.101 2.146 0.008 -0.0052
H -0.315945 1.042192 2.841177 2.469 -1.233 0.356 0.1510
H 0.256428 -0.503977 3.314047 -0.392 0.239 -1.177 0.1369
H 1.444573 0.450114 2.782652 -0.572 0.984 -0.115 0.1133
H -2.118735 -0.992960 -2.417149 -0.190 -0.959 -0.600 -0.1050
H -1.190378 1.044328 -1.897358 -0.258 0.057 -0.152 -0.1287
H -3.555274 1.006150 -1.977605 -0.675 0.053 -0.034 -0.1084
H 0.761446 0.366186 -2.884731 -0.984 0.009 -1.033 -0.1537
H 2.234702 1.632376 -1.459734 -0.340 -0.122 -0.095 -0.0891
H 3.215893 -0.141822 -2.636533 -0.842 -0.087 0.107 -0.0820
H -2.352656 0.039932 1.803274 -0.781 0.659 0.628 -0.1017
H -1.870489 -1.916324 0.666031 0.399 1.288 -0.157 -0.0390
H 0.940525 -2.170214 0.270593 -0.388 -0.329 -0.685 -0.0738
H 2.670296 -0.994174 0.745655 0.223 0.773 0.202 -0.0773
```
Positions in Å, forces in eV/Å.